[1]
C8H10N2O4S | ωB97M-V/def2-TZVPD

The geometry in XYZ format:
```
25
Properties=species:S:1:pos:R:3:forces:R:3
C 0.575 -0.731 -0.241 -2.21 1.09 0.31
C -1.552 0.589 0.540 1.30 0.20 -2.04
C 1.985 1.292 0.462 0.62 -1.90 0.35
C 1.579 -1.758 -0.209 0.40 0.36 0.11
C 1.446 2.559 -0.109 0.75 1.43 0.04
C 0.546 1.714 -0.919 -2.70 0.22 -2.00
C -0.985 -0.737 0.004 0.05 -0.80 -2.04
C -1.704 -1.087 -1.335 2.91 1.48 -2.38
N 1.085 0.501 -0.374 1.20 2.44 0.00
N -1.177 -1.765 1.013 -1.87 -0.48 1.20
O 2.621 -1.577 -0.787 0.42 -0.17 -0.50
O 2.855 0.933 1.190 -0.53 0.34 -0.02
O 1.351 -2.856 0.470 1.33 -1.82 -0.46
O -1.324 0.694 1.838 0.05 -0.21 2.43
S -1.234 2.057 -0.364 -0.42 -0.36 -0.58
H 0.832 3.235 0.515 1.16 -0.15 -0.05
H 2.242 3.004 -0.708 -0.14 0.61 0.26
H 0.501 1.930 -2.042 0.39 -0.96 1.47
H -2.704 -1.231 -1.163 -2.64 -0.35 0.50
H -1.286 -2.014 -1.793 -0.17 0.64 0.48
H -1.642 -0.235 -2.211 0.12 -1.92 2.45
H -2.137 -2.215 1.006 1.44 0.70 -0.53
H -1.398 1.588 2.182 -0.09 0.24 -0.20
H -1.242 -1.173 1.847 0.30 -0.91 0.33
H 0.769 -2.716 1.189 -1.68 0.30 0.88
```
Positions in Å, forces in eV/Å.

Results
Net charge ... 0
Highest occupied orbital energy (spin up / spin down) ... -8.287 / -7.996 eV
Gap between HOMO and LUMO (spin up / spin down) ... 7.415 / 7.447 eV

[2]
C8H10N2S | ωB97M-V/def2-TZVPD

The geometry in XYZ format:
```
21
Properties=species:S:1:pos:R:3:forces:R:3
C 0.377 0.200 0.157 3.28 3.51 -1.38
C 2.404 1.334 -0.065 -4.01 -4.15 0.53
C 2.203 -1.341 0.073 2.48 -1.93 0.78
C 2.753 -2.602 0.275 -1.14 3.53 -1.16
C -2.276 -0.871 -0.612 2.09 4.30 0.75
C -0.711 0.936 -0.052 -0.06 -1.42 -0.53
C -2.058 0.393 -0.158 0.23 -2.63 0.75
C -3.035 1.271 0.485 -1.93 -0.11 1.20
N 2.275 2.502 -0.181 0.35 4.56 -0.51
N 0.869 -1.044 0.084 -0.98 -0.67 0.40
S 3.410 0.024 -0.178 0.13 -1.91 0.05
H 3.806 -2.689 0.021 -0.30 -0.56 0.42
H 2.018 -3.367 0.402 0.25 -0.84 0.10
H -3.170 -1.293 -0.447 -3.00 -1.89 -0.11
H -1.492 -1.125 -1.242 1.04 -1.78 -1.02
H -0.773 1.988 -0.216 1.33 0.83 0.37
H -4.033 1.141 0.007 0.68 0.74 -0.02
H -2.545 2.261 0.391 -1.36 -0.11 0.50
H -3.302 0.985 1.569 1.03 0.65 -1.32
H 3.045 3.149 -0.421 -0.42 -0.56 0.25
H 0.237 -1.853 0.108 0.31 0.43 -0.08
```
Positions in Å, forces in eV/Å.

Results
Net charge ... 0
Highest occupied orbital energy ... -7.630 eV
Gap between HOMO and LUMO ... 7.956 eV

[3]
C8H10N2S2 | ωB97M-V/def2-TZVPD

The geometry in XYZ format:
```
22
Properties=species:S:1:pos:R:3:forces:R:3
C -0.208 -2.150 -2.790 0.04 -2.23 -0.35
C 0.474 2.225 2.679 0.68 -3.43 0.06
C -0.245 -1.121 -3.660 0.19 -2.00 -0.74
C 1.423 1.327 3.055 -0.14 0.53 -1.38
C -0.132 -0.493 -1.408 0.65 1.20 1.38
C 0.430 0.697 1.030 -0.52 -1.73 -2.50
C 0.163 -2.743 -0.315 -0.95 0.73 -1.12
C -1.231 2.531 0.847 0.29 0.01 -0.62
N -0.107 -1.827 -1.500 0.26 3.50 2.49
N -0.181 1.718 1.517 0.36 2.11 -0.68
S -0.158 0.346 -2.945 0.07 0.81 2.98
S 1.705 0.025 1.871 -0.35 1.19 1.02
H -0.227 -3.221 -2.845 -0.08 -0.30 -1.39
H 0.183 2.937 3.425 -0.83 0.86 -0.62
H -0.202 -1.257 -4.705 -0.29 0.08 -1.06
H 2.003 1.541 3.907 0.93 -0.53 0.86
H -0.397 -2.313 0.538 0.35 -0.66 -0.49
H -0.134 -3.734 -0.652 -0.28 0.04 0.47
H 1.226 -2.736 -0.191 0.58 0.04 0.34
H -1.913 2.637 1.654 -1.46 0.14 0.04
H -0.877 3.532 0.589 0.45 -0.23 0.20
H -1.594 2.080 -0.101 0.05 -0.12 1.09
```
Positions in Å, forces in eV/Å.

Results
Net charge ... +2
Highest occupied orbital energy ... -17.644 eV
Gap between HOMO and LUMO ... 6.666 eV

[4]
C8H10N3 | ωB97M-V/def2-TZVPD

The geometry in XYZ format:
```
21
Properties=species:S:1:pos:R:3:forces:R:3
C -0.656 -2.368 1.667 1.04 1.26 -0.19
C 0.739 -2.438 2.002 -1.89 1.32 -0.82
C -1.175 -1.365 0.778 -0.60 -2.08 1.03
C 1.639 -1.545 1.409 -3.33 -0.37 -0.86
C -0.210 -0.610 0.233 -0.20 3.94 -2.88
C 1.102 -0.633 0.486 1.36 -0.72 0.95
C 0.021 1.287 -0.900 0.64 -3.41 2.00
C -0.825 2.424 -0.344 -1.29 -1.22 -1.51
N 1.990 0.280 -0.142 0.23 0.42 -0.09
N 1.503 1.200 -0.801 -1.24 0.62 0.13
N -0.157 1.173 -2.417 -3.76 1.12 1.19
H -1.362 -3.008 2.167 -0.02 -0.25 0.01
H 0.986 -3.066 2.823 0.54 -0.64 0.23
H -2.251 -1.352 0.550 0.66 0.21 0.11
H 2.641 -1.524 1.586 2.64 -0.03 0.70
H -1.860 1.974 -0.033 2.08 1.10 -0.10
H -1.023 2.944 -1.301 -0.33 0.81 0.83
H -0.327 3.102 0.350 -0.23 -0.41 0.11
H 0.144 2.074 -2.838 0.63 -0.97 -0.16
H -1.236 1.137 -2.653 2.64 -0.42 0.52
H 0.317 0.313 -2.622 0.42 -0.29 -1.20
```
Positions in Å, forces in eV/Å.

Results
Net charge ... +1
Highest occupied orbital energy ... -13.051 eV
Gap between HOMO and LUMO ... 8.896 eV

[5]
C8H10N3O3S | ωB97M-V/def2-TZVPD

The geometry in XYZ format:
```
25
Properties=species:S:1:pos:R:3:forces:R:3
C -1.568 -1.216 1.523 -1.69 4.37 1.65
N -0.585 -0.444 0.722 1.52 0.31 0.52
C 0.563 0.150 1.171 -0.54 -0.12 -0.58
S 1.106 0.085 2.933 -0.13 -0.31 -0.22
O 0.820 -1.213 3.441 0.68 -0.10 -0.36
O 0.485 1.218 3.504 -0.01 0.54 0.22
N 2.776 0.286 2.679 -1.18 0.08 0.49
O 2.840 1.640 2.322 0.72 0.44 -1.45
N 1.164 0.832 0.165 0.38 0.62 0.20
C 0.419 0.667 -0.987 -1.48 -1.59 0.46
C 0.641 1.002 -2.301 -0.50 -1.02 0.28
C -0.183 0.417 -3.229 1.57 3.21 -2.39
C -1.219 -0.359 -2.921 -0.23 -1.62 0.21
C -1.470 -0.735 -1.645 -2.58 -0.57 0.99
C -0.698 -0.191 -0.648 2.04 1.16 0.29
H -2.621 -0.574 1.398 2.77 -1.73 0.76
H -1.749 -2.139 1.115 -0.08 -2.27 -1.05
H -1.199 -1.287 2.603 -0.88 0.13 -1.73
H 3.374 -0.058 3.448 -0.37 0.45 -0.29
H 3.258 2.285 2.911 -0.05 -0.73 0.86
H 1.995 1.491 0.166 -1.30 -1.42 0.80
H 1.479 1.455 -2.703 1.58 1.38 -0.09
H -0.064 0.776 -4.283 0.16 -0.82 0.95
H -1.625 -0.917 -3.701 -1.43 -0.40 -1.14
H -2.412 -1.306 -1.533 1.02 -0.01 0.63
```
Positions in Å, forces in eV/Å.

Results
Net charge ... +1
Highest occupied orbital energy ... -13.179 eV
Gap between HOMO and LUMO ... 9.258 eV
Structure (SMILES) ... C[n+]1c(S(=O)(=O)NO)[nH]c2ccccc21

[6]
C8H10N4O | ωB97M-V/def2-TZVPD

The geometry in XYZ format:
```
23
Properties=species:S:1:pos:R:3:forces:R:3
O -2.708 -2.607 -0.835 4.68 2.55 0.95
C -1.489 -2.044 -0.809 -7.05 -2.93 -2.02
N -0.606 -2.611 -1.621 9.32 12.63 9.35
C 0.883 -2.166 -1.516 -8.39 0.47 9.60
C 0.865 -0.756 -1.244 0.21 5.34 0.10
N 0.143 -0.512 0.018 -2.23 0.56 -0.53
C 0.212 0.821 0.569 0.64 -0.24 -1.57
C -0.319 1.015 1.815 -2.00 -1.72 1.34
C -0.195 2.258 2.352 1.14 -2.41 -2.40
C 0.452 3.243 1.656 -1.56 -4.42 0.22
N 0.916 3.113 0.494 2.15 -0.42 -4.38
C 0.854 1.898 -0.092 -3.18 0.04 6.26
N -1.324 -0.808 -0.295 -0.69 0.38 2.72
H -0.901 -3.209 -2.096 -5.39 -12.12 -9.29
H 1.237 -2.545 -0.519 0.06 -0.47 -1.27
H 1.420 -2.369 -2.210 6.16 -3.12 -8.73
H 0.702 0.048 -2.094 -0.92 -1.95 1.06
H 1.812 -0.337 -0.951 1.22 -0.78 0.11
H -0.932 0.175 2.325 1.37 1.43 -0.76
H -0.448 2.470 3.288 -1.56 0.75 3.81
H 0.191 4.029 2.137 0.03 6.76 2.23
H 1.379 1.582 -0.843 2.97 -0.28 -4.88
H -2.144 -0.689 0.471 3.01 -0.05 -1.93
```
Positions in Å, forces in eV/Å.

Results
Net charge ... 0
Highest occupied orbital energy ... -8.940 eV
Gap between HOMO and LUMO ... 9.529 eV
Structure (SMILES) ... O=C1NCCN(c2cccnc2)N1

[7]
C8H10N5O2 | ωB97M-V/def2-TZVPD

The geometry in XYZ format:
```
25
Properties=species:S:1:pos:R:3:forces:R:3
C 1.318 1.554 -0.630 0.44 1.73 -1.44
C -1.505 0.979 -0.158 -1.89 -1.28 0.80
C -0.479 0.707 0.855 2.92 0.72 0.42
C 1.501 -1.390 0.494 0.96 -1.01 0.98
C 2.583 -1.018 -0.526 -0.06 -0.35 -2.40
C -1.194 -0.990 -1.660 1.28 -3.00 3.35
C -2.185 -0.314 -0.685 -0.20 0.42 -0.32
C 0.866 1.045 0.669 -2.52 0.62 -0.61
N 1.716 2.087 -1.599 -1.06 -1.49 2.33
N -1.920 2.165 -0.337 -0.01 0.00 -1.80
N -0.802 0.048 2.085 -1.55 -1.22 -1.33
N 1.155 -1.875 1.486 -0.52 -0.41 -0.32
N 1.795 1.167 1.678 0.79 -0.11 1.43
O 2.319 -1.352 -1.711 0.37 0.38 1.74
O 3.550 -0.478 0.015 -0.08 -0.08 -0.09
H -1.332 -0.539 -2.587 0.38 0.65 -1.75
H -1.560 -2.056 -1.671 0.58 0.79 -0.64
H -0.033 -1.095 -1.285 -3.03 0.73 -1.19
H -2.551 -0.955 0.154 1.03 0.31 -0.31
H -3.177 -0.200 -1.217 1.09 0.70 0.25
H -2.581 2.107 -1.150 0.14 0.32 1.03
H -0.307 -0.848 1.946 0.77 0.08 0.87
H -1.761 -0.385 2.001 0.80 1.35 0.23
H 1.831 0.490 2.431 -1.16 -0.09 -0.11
H 2.754 1.147 1.404 0.53 0.21 -1.11
```
Positions in Å, forces in eV/Å.

Results
Net charge ... -1
Highest occupied orbital energy ... -4.791 eV
Gap between HOMO and LUMO ... 8.022 eV

[8]
C8H10NO | ωB97M-V/def2-TZVPD

The geometry in XYZ format:
```
20
Properties=species:S:1:pos:R:3:forces:R:3
C -1.619 0.624 -2.677 -0.13 0.92 -1.86
C -0.997 0.540 -1.542 0.41 0.37 2.50
C -0.635 0.596 -0.278 -1.61 -0.40 -2.46
C -0.727 -0.341 0.905 0.77 1.72 -1.38
C -0.847 -1.718 0.691 -0.59 -4.47 0.98
N -0.104 -2.282 -0.204 -0.24 -0.68 -0.84
O -0.084 -3.558 -0.462 -0.33 0.53 0.70
C 0.484 0.517 0.613 2.15 0.92 0.16
C 1.754 -0.074 -0.012 0.24 -1.47 -1.06
C 0.760 1.653 1.603 -0.66 -2.91 -0.31
H -2.354 1.410 -2.821 -0.17 0.18 0.29
H -1.326 0.247 -3.668 0.06 -0.72 0.87
H -1.313 0.034 1.681 -0.85 0.73 1.28
H -1.492 -2.327 1.432 0.79 0.66 -1.14
H 2.203 0.485 -0.932 -0.39 -0.04 2.22
H 1.411 -1.013 -0.600 0.57 1.02 1.56
H 2.453 -0.357 0.872 -0.63 0.49 -1.91
H 0.968 2.489 1.051 0.77 2.41 -1.08
H 1.598 1.307 2.181 0.32 0.28 0.66
H -0.134 1.768 2.168 -0.50 0.49 0.82
```
Positions in Å, forces in eV/Å.

Results
Net charge ... -1
Highest occupied orbital energy ... -2.284 eV
Gap between HOMO and LUMO ... 5.912 eV
Structure (SMILES) ... C=C=C1[C@@H](/C=N/[O-])C1(C)C

[9]
C8H10NOS2 | ωB97M-V/def2-TZVPD

The geometry in XYZ format:
```
22
Properties=species:S:1:pos:R:3:forces:R:3
C -2.528 1.822 -0.537 0.45 2.29 -0.87
C -2.522 0.765 0.338 -3.06 1.21 -0.11
C -1.304 2.268 -1.085 -1.16 0.15 -0.29
C -1.400 0.070 0.591 4.32 -2.82 1.36
C -0.137 1.548 -0.776 2.49 1.69 -2.32
C -0.131 0.431 -0.003 -1.31 -0.75 0.65
C 0.503 -2.568 0.145 -4.07 -1.42 2.02
C 1.030 -1.492 0.920 3.41 2.87 0.83
N 0.963 -0.301 0.158 -0.85 1.66 0.01
O 3.220 0.920 -1.599 -0.63 -0.39 0.43
S 4.048 -0.153 0.892 0.08 -0.33 0.23
S 2.816 0.883 -0.172 0.66 1.03 -0.39
H -3.433 2.486 -0.740 0.99 -1.34 0.38
H -3.430 0.671 0.881 -0.66 -0.78 0.53
H -1.270 2.980 -1.889 -0.12 0.33 -0.09
H -1.149 -0.786 1.234 -1.61 0.42 0.24
H 0.806 1.814 -1.299 -0.84 -0.11 0.32
H 0.911 -2.691 -0.758 1.99 -0.39 -3.41
H 0.704 -3.415 0.778 -0.56 -1.17 -0.20
H -0.628 -2.375 -0.084 1.79 -0.69 0.77
H 0.776 -1.489 1.988 -0.85 0.46 -0.27
H 2.156 -1.387 1.016 -0.48 -1.91 0.18
```
Positions in Å, forces in eV/Å.

Results
Spin multiplicity ... 3
Net charge ... -1
Highest occupied orbital energy (spin up / spin down) ... -0.035 / -4.901 eV
Gap between HOMO and LUMO (spin up / spin down) ... 3.303 / 6.842 eV

[10]
C8H10O | ωB97M-V/def2-TZVPD

The geometry in XYZ format:
```
19
Properties=species:S:1:pos:R:3:forces:R:3
C 0.305 2.846 -1.012 0.64 2.19 -2.39
C 0.103 1.651 -0.575 -4.34 -1.47 1.83
C 0.806 0.395 -0.263 -1.71 -0.84 -1.54
C -0.466 -0.417 0.167 -0.95 1.42 -0.20
C -0.844 -1.546 -0.750 -2.50 -1.65 2.83
C -0.372 -0.842 1.606 0.22 0.93 0.51
C -1.491 0.793 -0.064 8.71 -2.01 -2.44
C -2.404 1.382 0.531 -3.00 1.80 -0.04
O -3.373 1.994 0.672 -1.37 0.97 1.46
H -0.398 3.601 -1.457 0.22 -1.07 1.22
H 1.326 3.092 -1.355 -0.20 -0.20 0.52
H 1.089 0.008 -1.249 0.82 -0.17 0.38
H 1.570 0.442 0.466 0.98 0.01 0.55
H -1.021 -1.247 -1.712 0.32 0.78 -2.69
H -1.945 -1.856 -0.463 2.06 0.27 -0.15
H -0.219 -2.438 -0.648 0.08 0.20 -0.21
H -0.537 0.117 2.221 1.17 -1.64 -0.39
H 0.568 -1.450 1.680 -0.59 0.91 0.70
H -1.179 -1.491 1.884 -0.58 -0.43 0.05
```
Positions in Å, forces in eV/Å.

Results
Net charge ... 0
Highest occupied orbital energy ... -8.603 eV
Gap between HOMO and LUMO ... 8.999 eV
Structure (SMILES) ... C=C1CC(C)(C)C1=C=O

[11]
C8H11BNO2 | ωB97M-V/def2-TZVPD

The geometry in XYZ format:
```
23
Properties=species:S:1:pos:R:3:forces:R:3
O -2.332 -2.800 2.310 -0.78 2.97 -2.12
C -2.481 -1.869 1.501 0.54 -3.07 0.58
O -2.419 -2.127 0.096 0.68 0.93 2.97
C -1.056 -1.657 -0.267 0.55 0.90 -1.74
C -1.158 -0.747 -1.577 -0.81 -0.88 0.52
B 0.235 0.067 -1.940 -0.21 0.46 0.44
C 0.932 0.766 -0.620 0.44 1.44 2.16
C 0.161 1.797 0.211 4.95 -1.66 1.35
C 0.988 2.271 1.407 0.14 -1.83 -2.14
C 2.372 1.729 1.625 -0.47 0.64 0.40
N 3.147 0.818 0.872 -5.42 1.72 -1.09
C 2.342 0.402 -0.214 -0.46 0.02 0.07
H -2.627 -0.791 1.868 0.16 -1.27 -0.93
H -0.358 -2.533 -0.516 -1.23 0.93 0.61
H -0.609 -1.128 0.635 -0.42 -0.36 -1.20
H -2.045 -0.015 -1.501 1.15 -1.10 0.26
H -1.437 -1.465 -2.436 0.33 1.00 1.18
H 1.013 -0.582 -2.585 0.46 -0.49 0.06
H -0.080 0.985 -2.660 -0.17 0.38 -0.31
H -0.891 2.125 -0.034 1.47 -0.41 0.35
H 0.546 3.016 2.144 0.87 -1.08 -0.95
H 2.908 2.113 2.566 -0.87 -0.53 -1.49
H 2.851 -0.377 -0.887 -0.88 1.29 0.99
```
Positions in Å, forces in eV/Å.

Results
Net charge ... -1
Highest occupied orbital energy ... -4.684 eV
Gap between HOMO and LUMO ... 8.154 eV

[12]
C8H11BO | ωB97M-V/def2-TZVPD

The geometry in XYZ format:
```
21
Properties=species:S:1:pos:R:3:forces:R:3
C -2.762 -1.045 -0.406 0.68 -2.07 0.68
B -1.520 -0.148 -0.071 1.66 -1.38 1.91
O -1.560 1.104 -0.462 0.11 1.54 0.21
C -0.540 1.949 0.056 2.08 1.03 -1.99
C 0.673 1.117 0.627 -0.53 -1.66 -1.51
C 1.915 1.079 -0.230 -2.46 -3.78 -0.34
C 2.344 -0.088 -0.736 1.59 0.31 0.34
C 1.910 -1.395 -0.290 0.10 -2.23 -0.64
C 0.799 -1.518 0.408 0.66 2.69 -0.28
C 0.120 -0.300 0.864 -2.97 0.65 -3.82
H -2.511 -1.971 -0.962 0.02 0.77 -0.50
H -3.606 -0.535 -0.786 -0.48 0.85 -1.25
H -3.274 -1.572 0.397 0.50 0.19 1.09
H -0.904 2.622 0.816 -0.55 0.05 0.17
H -0.213 2.578 -0.853 -0.30 -0.71 1.49
H 1.055 1.544 1.495 -0.10 1.00 2.07
H 2.215 1.998 -0.489 1.76 3.10 -1.23
H 3.216 -0.196 -1.374 0.01 0.75 -0.15
H 2.444 -2.338 -0.570 -0.25 1.22 -0.05
H 0.305 -2.356 0.743 -0.43 -2.26 0.48
H -0.106 -0.529 1.824 -1.11 -0.06 3.32
```
Positions in Å, forces in eV/Å.

Results
Net charge ... 0
Highest occupied orbital energy ... -7.820 eV
Gap between HOMO and LUMO ... 8.550 eV
Structure (SMILES) ... CB1OC[C@@H]2C=CC=C[C@H]12

The M results, record by record, are as follows: 230.25; 166.25; 198.32; 148.19; 228.25; 178.19; 208.20; 136.17; 200.31; 122.17; 163.99; 133.99 g/mol.